<i>
C5H5NO2 | ωB97M-V/def2-TZVPD

```
13
C5H5NO2 (ωB97M-V/def2-TZVPD)
C -0.048 0.240 -0.249
C 0.925 0.431 1.073
C 1.355 -0.721 -0.527
C -1.116 -0.790 -0.015
C -1.992 -1.594 0.000
H 0.294 1.959 -1.060
H -1.521 1.618 -1.111
H 1.378 1.466 1.032
H 0.280 0.466 2.141
H -2.827 -2.299 0.517
N -0.425 1.244 -1.127
O 1.823 -0.699 0.753
O 1.875 -1.322 -1.427
```

Calculated values
HOMO energy ... -9.272 eV
Kohn-Sham gap ... 9.84 eV
Total charge ... 0

<ii>
C5H5NO2 | ωB97M-V/def2-TZVPD

```
13
C5H5NO2 (ωB97M-V/def2-TZVPD)
C -2.099 0.557 0.581
C -1.340 -0.437 -0.382
C 0.146 -0.455 -0.265
C 2.208 -0.672 0.250
C 2.164 0.237 -0.677
H -1.799 0.276 1.637
H -3.224 0.302 0.425
H -1.738 1.837 0.547
H 3.113 -1.069 0.788
H 2.816 1.144 -1.238
N 0.898 -1.125 0.497
O -1.971 -1.108 -1.195
O 0.826 0.513 -0.969
```

Calculated values
HOMO energy ... -10.119 eV
Kohn-Sham gap ... 10.67 eV
SMILES ... CC(=O)c1ncco1
Total charge ... 0

<iii>
C5H5NO2 | ωB97M-V/def2-TZVPD

```
13
C5H5NO2 (ωB97M-V/def2-TZVPD)
C -0.310 -1.374 1.746
C -0.343 -1.353 0.210
C 0.079 -0.107 -0.360
C 1.087 1.629 -1.198
C -0.264 1.800 -1.440
H -1.058 -0.660 1.984
H -0.575 -2.463 1.916
H 0.515 -1.055 2.089
H 1.791 2.333 -1.315
H -0.739 2.538 -1.733
N 1.300 0.402 -0.556
O -0.567 -2.336 -0.418
O -0.916 0.645 -0.926
```

Calculated values
HOMO energy ... -9.690 eV
Kohn-Sham gap ... 10.50 eV
SMILES ... CC(=O)c1ncco1
Total charge ... 0

Least stable structure: <i>